A.
Below is the molecule C3H3N3, with properties calculated with ωB97M-V/def2-TZVPD.

Element x y z (Å)
C1 0.505 -0.115 -0.355
C2 -0.455 -1.138 -0.599
C3 1.047 0.735 0.677
N1 -3.035 -1.140 -0.359
N2 -1.850 -1.016 -0.499
N3 0.381 -0.375 -1.564
H1 0.427 0.899 1.619
H2 2.104 0.526 0.906
H3 0.877 1.624 0.172

The gap between HOMO and LUMO (spin up / spin down) is 8.3 / 8.3 eV. The value obtained for the lowest unoccupied orbital energy (spin up / spin down) is 0.2 / 0.2 eV.



B.
Below is a cluster of 2 separate species, C3H3N3 in total, with properties calculated with ωB97M-V/def2-TZVPD.

Element x y z (Å)
C1 0.945 -1.130 -0.215
C2 -0.770 -0.090 1.935
C3 0.617 0.333 -0.369
N1 1.089 -2.274 -0.081
N2 -1.219 -0.073 2.997
N3 -0.419 0.612 -1.177
H1 1.461 1.013 -0.290
H2 -1.134 0.023 -1.450
H3 -0.571 1.587 -1.350

The gap between HOMO and LUMO (spin up / spin down) is 7.1 / 7.0 eV. The value obtained for the lowest unoccupied orbital energy (spin up / spin down) is -2.5 / -2.5 eV.



C.
Below is the molecule C3H3N3, with properties calculated with ωB97M-V/def2-TZVPD.

Element x y z (Å)
C1 -1.349 -0.361 -0.186
C2 -2.684 1.438 -0.047
C3 0.031 -0.183 0.263
N1 -3.538 0.648 0.105
N2 -3.591 -0.678 -0.010
N3 -2.391 -1.038 -0.008
H1 0.747 -0.725 -0.273
H2 0.494 0.787 -0.093
H3 0.078 -0.386 1.320

The gap between HOMO and LUMO is 7.4 eV. The value obtained for the lowest unoccupied orbital energy is -1.7 eV.



Which is most stable, and by how much? B, by 0.0329 hartree.



A.
Below is a structure of composition C2H3I3O2, with properties calculated with ωB97M-V/def2-TZVPD.

Element x y z (Å)
C1 -0.539 -1.323 -0.616
C2 -0.731 -0.030 0.144
O1 0.057 0.987 -0.343
O2 -0.548 -0.268 1.478
I1 1.487 -2.011 -0.306
I2 -1.955 -2.838 -0.176
I3 -2.772 0.726 -0.255
H1 -0.559 -1.022 -1.883
H2 1.001 0.779 -0.239
H3 -0.493 0.560 1.973

The gap between HOMO and LUMO is 8.7 eV. The value obtained for the lowest unoccupied orbital energy is -0.3 eV.



B.
Below is a structure of composition C2H3I3O2, with properties calculated with ωB97M-V/def2-TZVPD.

Element x y z (Å)
C1 0.812 0.138 -0.308
C2 -0.655 0.059 -0.247
O1 1.270 1.379 -0.015
O2 -1.412 -1.702 0.664
I1 1.655 -1.376 0.973
I2 -1.690 -0.229 -1.979
I3 -1.511 1.555 1.028
H1 1.058 -0.144 -1.432
H2 2.211 1.546 -0.102
H3 -1.739 -1.225 1.418

The gap between HOMO and LUMO is 8.0 eV. The value obtained for the lowest unoccupied orbital energy is -1.2 eV.



Which is most stable, and by how much? A, by 0.1120 hartree.



A.
Below is the molecule C7H12S, with properties calculated with ωB97M-V/def2-TZVPD.

Element x y z (Å)
C1 -2.191 -2.457 -0.216
C2 -1.666 -1.402 -0.188
C3 -1.415 -0.116 -0.745
S1 -1.938 1.092 0.474
C4 0.033 0.162 -1.190
C5 0.909 -0.657 -0.340
C6 1.160 0.152 0.900
C7 1.738 1.498 0.639
H1 -2.192 -3.339 0.293
H2 -2.137 0.273 -1.554
H3 -2.412 0.323 1.407
H4 0.204 0.019 -2.220
H5 0.263 1.207 -0.990
H6 0.367 -1.778 -0.245
H7 1.899 -0.684 -0.746
H8 0.271 0.364 1.423
H9 1.618 -0.421 1.653
H10 2.461 1.970 1.220
H11 0.865 2.201 0.821
H12 2.162 1.596 -0.396

The gap between HOMO and LUMO is 9.4 eV. As for the SMILES: C#C[C@@H](S)CCCC. The value obtained for the lowest unoccupied orbital energy is 0.6 eV.



B.
Below is a cluster of 2 separate species, C7H12S in total, with properties calculated with ωB97M-V/def2-TZVPD.

Element x y z (Å)
S1 0.507 2.395 -0.342
C1 -0.557 1.021 -0.040
C2 -0.497 0.080 0.867
C3 -1.804 -0.736 0.978
C4 -2.699 -0.106 -0.126
C5 -1.924 1.125 -0.712
H1 1.511 2.206 0.523
H2 0.354 -0.149 1.473
H3 -2.182 -0.660 1.919
H4 -1.650 -1.731 0.850
H5 -2.819 -0.770 -1.003
H6 -3.709 0.184 0.276
H7 -1.785 0.999 -1.885
H8 -2.460 2.075 -0.341
C6 3.271 0.185 1.174
C7 2.905 0.003 -0.084
H9 2.705 0.579 1.909
H10 4.265 0.002 1.528
H11 1.956 0.459 -0.325
H12 3.680 -0.373 -0.897

The gap between HOMO and LUMO is 9.4 eV. As for the SMILES: SC1=CCCC1.C=C. The value obtained for the lowest unoccupied orbital energy is 0.9 eV.



C.
Below is a cluster of 2 separate species, C7H12S in total, with properties calculated with ωB97M-V/def2-TZVPD.

Element x y z (Å)
C1 2.788 -1.337 -0.120
C2 1.518 -1.435 0.053
C3 -2.028 0.526 0.663
C4 -1.762 -0.253 -0.576
C5 -0.545 0.543 1.276
C6 -0.548 0.455 -1.097
C7 0.379 0.532 0.120
S1 1.591 1.821 -0.004
H1 3.492 -2.169 -0.209
H2 3.374 -0.301 -0.174
H3 0.777 -2.212 -0.064
H4 -2.227 1.584 0.504
H5 -2.665 0.033 1.389
H6 -1.504 -1.198 -0.141
H7 -2.673 -0.206 -1.157
H8 -0.381 1.308 2.031
H9 -0.549 -0.363 1.893
H10 -0.078 -0.073 -1.860
H11 -0.742 1.465 -1.252
H12 1.783 1.280 -1.274

The gap between HOMO and LUMO is 8.9 eV. The value obtained for the lowest unoccupied orbital energy is 0.8 eV.



D.
Below is the molecule C7H12S, with properties calculated with ωB97M-V/def2-TZVPD.

Element x y z (Å)
C1 0.777 -0.679 2.081
C2 0.686 0.045 0.794
S1 2.019 0.522 -0.103
C3 -0.722 0.470 0.524
C4 -0.911 1.521 -0.486
C5 -1.129 0.445 -1.649
C6 -1.444 -0.512 -0.503
C7 -1.171 -1.937 -0.641
H1 0.464 -0.126 3.034
H2 0.018 -1.495 1.961
H3 1.764 -1.057 2.266
H4 -1.407 0.431 1.398
H5 -0.027 2.196 -0.577
H6 -1.861 2.034 -0.313
H7 -1.899 0.671 -2.369
H8 -0.109 0.314 -2.117
H9 -2.546 -0.303 -0.503
H10 -1.548 -2.489 0.208
H11 -0.085 -2.197 -0.573
H12 -1.576 -2.452 -1.488

The gap between HOMO and LUMO is 8.4 eV. As for the SMILES: CC(=S)[C@H]1CC[C@H]1C. The value obtained for the lowest unoccupied orbital energy is -0.1 eV.



Which is most stable, and by how much? D, by 0.0268 hartree.



A.
Below is the ion C2H3N2O2 with charge -1, with properties calculated with ωB97M-V/def2-TZVPD.

Element x y z (Å)
C1 1.427 -0.106 -0.745
N1 0.002 -0.170 -0.479
N2 -0.376 -0.127 0.691
C2 -1.874 0.274 1.038
O1 -2.086 1.466 0.824
O2 -2.473 -0.744 1.370
H1 2.062 0.354 0.020
H2 1.522 0.204 -1.777
H3 1.796 -1.151 -0.942

The gap between HOMO and LUMO is 7.4 eV. As for the SMILES: C/N=N/C(=O)[O-]. The charge is -1. The value obtained for the lowest unoccupied orbital energy is 4.1 eV.



B.
Below is the ion C2H3N2O2 with charge -1, with properties calculated with ωB97M-V/def2-TZVPD.

Element x y z (Å)
C1 -0.446 -1.495 -0.268
C2 0.116 0.834 0.423
N1 1.184 1.086 -0.420
N2 -0.494 -0.110 -0.428
O1 0.539 -2.186 -0.310
O2 -1.685 -1.544 0.133
H1 0.487 0.425 1.488
H2 -0.670 1.510 0.711
H3 0.969 1.480 -1.330

The gap between HOMO and LUMO (spin up / spin down) is 8.9 / 8.0 eV. The charge is -1. The value obtained for the lowest unoccupied orbital energy (spin up / spin down) is 4.5 / 4.3 eV.



C.
Below is a cluster of 2 separate species, C2H3N2O2 in total, with properties calculated with ωB97M-V/def2-TZVPD.

Element x y z (Å)
C1 -0.933 0.608 -0.235
C2 -0.419 -1.644 -0.809
N1 0.026 0.675 0.639
N2 0.965 1.685 0.514
O1 1.704 1.711 1.500
O2 -1.014 -2.602 -0.426
H1 -0.876 1.301 -1.095
H2 0.413 -1.768 -1.499
H3 0.133 0.035 1.411

The gap between HOMO and LUMO (spin up / spin down) is 6.0 / 6.4 eV. The charge is -1. The value obtained for the lowest unoccupied orbital energy (spin up / spin down) is 4.3 / 4.4 eV.



Which is most stable, and by how much? A, by 0.0842 hartree.



A.
Below is a structure of composition CH7NSi2, with properties calculated with ωB97M-V/def2-TZVPD.

Element x y z (Å)
C1 0.040 1.337 -0.180
N1 0.250 -0.104 -0.279
Si1 -0.774 -1.083 0.868
Si2 1.275 -1.038 -1.304
H1 0.782 2.001 -0.733
H2 -0.907 1.673 -0.773
H3 0.051 1.537 0.867
H4 -2.376 -0.863 0.850
H5 -0.337 -2.467 0.520
H6 -0.219 -0.917 2.132
H7 2.216 -0.077 -1.969

The gap between HOMO and LUMO is 8.2 eV. The value obtained for the lowest unoccupied orbital energy is 0.2 eV.



B.
Below is a structure of composition CH7NSi2, with properties calculated with ωB97M-V/def2-TZVPD.

Element x y z (Å)
C1 0.291 0.677 -0.386
N1 1.157 1.351 -0.890
Si1 -1.576 0.857 -0.153
Si2 0.901 -1.399 0.656
H1 2.015 0.830 -1.060
H2 -1.935 2.143 0.373
H3 -1.878 -0.164 0.789
H4 -2.164 0.792 -1.389
H5 0.306 -2.245 -0.216
H6 2.321 -1.036 0.217
H7 0.561 -1.807 2.060

The gap between HOMO and LUMO is 8.2 eV. The value obtained for the lowest unoccupied orbital energy is 0.5 eV.



Which is most stable, and by how much? A, by 0.0744 hartree.